[1]
2 unconnected molecules or ions with the total composition C2H10N2O. Source: the Open Molecules 2025 dataset; level of theory: wB97M-V/def2-TZVPD.

The total charge is 0. As for the energy above the lowest of the compared OMol25 structures with the same formula, charge and spin: 0.367 eV. Its total energy is -7263.5556 eV.

Each line ends with the Mulliken charge.
Geometry (Å):
C1 -0.59802 0.68932 -0.31443  -0.50
C2 -0.57335 -0.71134 0.23968  -0.37
N1 -1.93697 -1.24008 0.11427  -0.62
N2 0.73702 1.35171 -0.23270  -0.73
H1 -1.22876 1.27114 0.36566  0.34
H2 -0.90908 0.71029 -1.34627  0.32
H3 -0.19715 -0.69743 1.26738  0.28
H4 0.05738 -1.36168 -0.29240  0.30
H5 -2.21430 -1.86372 0.85605  0.21
H6 -2.57316 -0.45852 0.06648  0.22
H7 0.94065 1.62161 0.72909  0.20
H8 0.66357 2.28779 -0.62660  0.24
H9 1.99787 -0.06804 -0.30950  0.42
H10 3.35472 -0.63085 -0.40172  0.33
O1 2.47957 -0.90021 -0.11497  -0.65

***

[2]
A molecular structure, C40H36BrKN10O2. Source: the Open Molecules 2025 dataset; level of theory: wB97M-V/def2-TZVPD.

The total charge is 0. As for the energy above the lowest of the compared OMol25 structures with the same formula, charge and spin: 0.565 eV. Its total energy is -147432.4105 eV.

Each line ends with the Mulliken charge.
Geometry (Å):
K1 -0.09264 -0.33658 -0.79601  0.91
C1 -0.80247 2.84624 -1.50434  -1.22
N1 -1.28497 2.11701 -0.34303  0.99
C2 -0.79616 2.67482 0.90727  0.43
C3 -1.19173 1.85053 2.10842  0.17
C4 -1.62999 2.46837 3.27614  -1.01
C5 -2.00335 1.68442 4.35375  -0.90
C6 -1.94357 0.30419 4.23004  -1.04
C7 -1.48791 -0.22427 3.03140  -0.49
N2 -1.10040 0.52238 2.00069  1.46
C8 -2.74172 2.00705 -0.38550  -0.58
C9 -3.21708 1.00836 -1.41554  0.30
C10 -3.88632 1.43808 -2.55279  -0.84
C11 -4.27387 0.50994 -3.50442  -0.46
C12 -3.99428 -0.82340 -3.27894  -0.84
C13 -3.33687 -1.16462 -2.10892  0.21
N3 -2.95376 -0.28132 -1.18929  -0.06
C14 0.69299 2.83652 -1.73196  0.65
C15 1.22486 3.73964 -2.65166  -1.13
C16 2.57508 3.69148 -2.93170  -0.56
C17 3.36460 2.75189 -2.27927  -0.70
C18 2.75359 1.90842 -1.37225  -0.84
N4 1.44755 1.94529 -1.10069  0.93
H1 -1.13904 3.89847 -1.47727  0.55
H2 -1.24530 2.38348 -2.39308  0.36
H3 -1.12478 3.71754 1.05839  0.15
H4 0.29389 2.69198 0.85738  -0.83
H5 -1.68029 3.54834 3.32701  0.53
H6 -2.35485 2.14303 5.26994  0.42
H7 -2.25305 -0.35038 5.03371  0.48
H8 -1.41237 -1.29774 2.88742  0.12
H9 -3.20847 2.98263 -0.59997  0.32
H10 -3.09193 1.68653 0.59596  0.44
H11 -4.07214 2.49418 -2.70275  0.39
H12 -4.76232 0.82664 -4.41624  0.39
H13 -4.24191 -1.58254 -4.00654  0.39
H14 -3.07793 -2.19953 -1.91702  0.09
H15 0.57648 4.45239 -3.14515  0.52
H16 3.00990 4.37324 -3.65152  0.42
H17 4.42635 2.67764 -2.46947  0.48
H18 3.32732 1.17295 -0.81855  0.29
C19 2.65319 -2.92769 2.37038  -1.24
N5 2.89064 -1.50222 2.42283  -0.26
C20 1.91328 -0.79635 3.23731  0.18
C21 2.06757 0.67867 3.09495  -0.04
N6 2.57623 1.29500 2.06782  -0.45
C22 2.41113 2.64989 2.34442  0.18
C23 2.76279 3.77272 1.59651  -0.16
C24 2.43483 5.01756 2.09996  -0.82
C25 1.77505 5.16136 3.32915  -0.51
C26 1.43025 4.06068 4.09176  -1.11
C27 1.76207 2.81416 3.57532  0.50
N7 1.56987 1.53000 4.04325  0.14
C28 1.39718 -3.38920 1.67591  0.12
N8 0.35992 -2.66421 1.36233  0.28
C29 -0.51888 -3.54085 0.72996  0.17
C30 -1.78851 -3.30736 0.20718  -0.37
C31 -2.44717 -4.37646 -0.37268  -0.80
C32 -1.86631 -5.65060 -0.43871  -0.61
C33 -0.61227 -5.89932 0.08756  -1.20
C34 0.03939 -4.82305 0.67558  0.35
N9 1.25786 -4.70162 1.31501  0.04
H19 2.63222 -3.30765 3.39756  0.37
H20 3.50478 -3.40539 1.87833  0.50
H21 2.88468 -1.09634 1.49207  0.24
H22 2.03871 -1.08232 4.28753  0.34
H23 0.88888 -1.04237 2.94818  -0.16
H24 3.26572 3.66752 0.64521  0.50
H25 2.69142 5.90442 1.53513  0.42
H26 1.53585 6.15357 3.68931  0.39
H27 0.92491 4.16828 5.04336  0.48
H28 1.09996 1.26075 4.88897  0.28
H29 -2.23810 -2.32088 0.25512  0.76
H30 -3.43772 -4.23279 -0.78504  0.53
H31 -2.41466 -6.45647 -0.90848  0.41
H32 -0.16528 -6.88405 0.04402  0.43
H33 1.98175 -5.39694 1.35390  0.26
Br1 3.01821 -3.15602 -1.29512  -0.17
C35 1.78999 -3.17301 -2.76872  0.13
C36 1.84144 -4.23546 -3.65019  -0.66
C37 0.98515 -4.17127 -4.73993  -0.37
C38 0.16996 -3.06513 -4.89701  -0.73
C39 0.20898 -2.05186 -3.94523  0.77
N10 1.00180 -2.13127 -2.86842  0.05
C40 -0.66150 -0.78292 -4.15410  -0.31
O1 -1.35964 -0.79347 -5.17564  -0.80
O2 -0.54956 0.10780 -3.28026  -0.32
H34 2.52268 -5.05876 -3.49605  0.43
H35 0.97605 -4.97438 -5.46631  0.43
H36 -0.49598 -2.93798 -5.73761  0.50

***

| no. | HOMO level (eV) | orbital gap (eV) |
| --- | --- | --- |
| 1 | -9.1883 | 10.1 |
| 2 | -8.0330 | 8.3 |